1.
{"formula": "C4H4O", "method": "wB97M-V/def2-TZVPD", "charge": 0, "e_homo_ev": -7.76, "e_tot_ev": -6253.976, "e_lumo_ev": 0.010, "species": ["O", "C", "C", "C", "C", "H", "H", "H", "H"], "coordinates": [[2.72, 0.52, 0.05], [0.15, 0.59, 0.18], [0.61, -0.84, -0.47], [1.70, -0.01, -0.14], [-0.87, 1.28, -0.51], [0.40, -1.03, -1.59], [-1.61, 1.91, 0.01], [0.14, 0.49, 1.36], [0.68, -1.79, 0.09]]}

2.
{"formula": "C33H31N2O2", "method": "wB97M-V/def2-TZVPD", "charge": 1, "e_homo_ev": -10.27, "e_tot_ev": -41792.222, "e_lumo_ev": -4.821, "species": ["O", "O", "N", "N", "C", "C", "C", "C", "C", "C", "C", "C", "C", "C", "C", "C", "C", "C", "C", "C", "C", "C", "C", "C", "C", "C", "C", "C", "C", "C", "C", "C", "C", "C", "C", "C", "C", "H", "H", "H", "H", "H", "H", "H", "H", "H", "H", "H", "H", "H", "H", "H", "H", "H", "H", "H", "H", "H", "H", "H", "H", "H", "H", "H", "H", "H", "H", "H"], "coordinates": [[1.10, 3.56, 1.37], [5.07, 0.00, -1.03], [0.35, 4.18, -0.67], [-2.27, 1.90, 2.59], [-3.10, 1.53, 1.56], [-2.96, -0.35, 5.51], [5.58, -1.93, -2.47], [-1.99, 2.20, 5.00], [-1.24, 3.46, 1.05], [5.81, -0.61, -2.06], [-2.38, 1.39, 3.92], [-2.67, 0.00, 8.01], [3.67, -0.05, -1.12], [-2.87, 0.11, 4.19], [-0.50, -0.15, -2.00], [-1.95, -3.59, -2.95], [6.75, 0.20, -2.71], [-2.73, -0.96, -2.58], [1.62, -1.27, -1.31], [2.95, -1.23, -0.91], [-0.97, -2.59, -2.83], [6.29, -2.42, -3.57], [7.42, -0.30, -3.83], [-1.36, -1.28, -2.54], [1.00, -0.15, -1.83], [-2.59, 0.46, 6.59], [-1.30, 2.84, 2.30], [-3.32, -3.28, -2.86], [-3.20, 2.32, 0.40], [1.71, 1.06, -1.93], [-2.12, 1.75, 6.31], [-4.37, -4.33, -2.97], [7.20, -1.61, -4.24], [-2.38, 3.45, 0.22], [0.16, 3.77, 0.61], [-3.70, -1.95, -2.69], [3.03, 1.12, -1.54], [1.04, -2.19, -1.18], [-0.87, -0.12, -0.97], [-1.85, 2.38, 7.14], [3.44, -2.10, -0.49], [-4.75, -1.68, -2.60], [1.30, 4.31, -1.00], [6.11, -3.45, -3.89], [-0.78, 0.78, -2.51], [-3.96, -5.32, -2.75], [3.61, 2.04, -1.60], [-3.46, -0.75, 8.16], [-3.94, 2.02, -0.34], [-3.31, -1.36, 5.71], [-5.18, -4.14, -2.26], [4.86, -2.55, -1.93], [-0.58, 2.96, 3.10], [1.21, 1.96, -2.29], [-3.02, 0.09, -2.47], [-3.13, -0.56, 3.37], [7.74, -1.99, -5.11], [8.10, 0.36, -4.36], [-2.88, 0.84, 8.68], [-1.65, -4.63, -3.06], [-4.83, -4.41, -3.97], [-1.73, -0.45, 8.37], [-3.68, 0.61, 1.69], [0.08, -2.84, -2.96], [-2.54, 4.11, -0.64], [6.90, 1.21, -2.34], [-0.41, 4.43, -1.29], [-1.57, 3.18, 4.82]]}

3.
{"formula": "CHClI2", "method": "wB97M-V/def2-TZVPD", "charge": 0, "e_homo_ev": [-5.95, -9.28], "e_tot_ev": -29770.485, "e_lumo_ev": [0.293, -4.401], "multiplicity": 3, "species": ["I", "I", "Cl", "C", "H"], "coordinates": [[-0.95, -1.77, -0.71], [-0.79, 1.72, -0.69], [0.11, -0.02, 1.70], [0.02, -0.02, -0.02], [1.60, 0.09, -0.28]]}

4.
{"formula": "C4H10O2", "method": "wB97M-V/def2-TZVPD", "charge": 0, "smiles": "CO[C@@H](C)CO", "e_homo_ev": -9.64, "e_tot_ev": -8404.418, "e_lumo_ev": 1.029, "species": ["O", "O", "C", "C", "C", "C", "H", "H", "H", "H", "H", "H", "H", "H", "H", "H"], "coordinates": [[1.21, -1.90, 0.08], [-0.30, 0.41, 0.74], [-0.84, -0.31, 1.82], [0.91, -0.90, -0.87], [-0.40, -0.18, -0.55], [-0.70, 0.93, -1.54], [-1.62, 1.44, -1.26], [-1.09, 0.40, 2.60], [-1.21, -0.92, -0.55], [0.11, 1.66, -1.54], [-1.76, -0.85, 1.53], [-0.81, 0.54, -2.56], [1.71, -0.16, -0.93], [0.84, -1.40, -1.84], [1.41, -1.45, 0.90], [-0.14, -1.05, 2.23]]}

5.
{"formula": "C6H18ClN3Si", "method": "wB97M-V/def2-TZVPD", "charge": 0, "smiles": "CN(C)[Si](Cl)(N(C)C)N(C)C", "e_homo_ev": -8.80, "e_tot_ev": -31385.874, "e_lumo_ev": 0.784, "species": ["Cl", "Si", "N", "N", "N", "C", "C", "C", "C", "C", "C", "H", "H", "H", "H", "H", "H", "H", "H", "H", "H", "H", "H", "H", "H", "H", "H", "H", "H"], "coordinates": [[0.52, -2.18, -0.88], [0.11, -0.23, -0.15], [1.31, 1.06, -0.66], [-1.62, 0.17, -0.63], [0.22, -0.23, 1.68], [0.53, 2.08, -1.31], [-2.00, -0.70, -1.71], [2.32, 0.50, -1.54], [-2.46, 0.05, 0.56], [-0.07, -1.56, 2.25], [1.54, 0.25, 2.00], [1.20, 2.86, -1.63], [-2.21, 0.78, 1.34], [3.05, -0.09, -1.03], [1.79, -0.10, 3.00], [-3.49, 0.22, 0.26], [0.41, -1.66, 3.24], [-0.22, 2.50, -0.61], [-1.41, -0.50, -2.57], [-0.02, 1.70, -2.18], [0.35, -2.36, 1.65], [2.88, 1.29, -2.07], [1.90, -0.15, -2.32], [-1.90, -1.71, -1.36], [-1.14, -1.73, 2.36], [-3.05, -0.54, -1.95], [-2.40, -0.97, 0.94], [1.55, 1.35, 2.02], [2.28, -0.12, 1.28]]}

6.
{"formula": "C5H10O2", "method": "wB97M-V/def2-TZVPD", "charge": 0, "smiles": "CC(C)CC(=O)O", "e_homo_ev": -10.54, "e_tot_ev": -9442.089, "e_lumo_ev": 0.695, "species": ["O", "O", "C", "C", "C", "C", "C", "H", "H", "H", "H", "H", "H", "H", "H", "H", "H"], "coordinates": [[1.42, -2.63, -0.91], [2.20, -0.97, 0.45], [-1.70, 0.34, 0.73], [0.16, 1.87, -0.01], [-0.23, 0.45, 0.41], [0.18, -0.63, -0.71], [1.32, -1.49, -0.19], [-0.15, 2.64, 0.70], [-2.09, 0.98, 1.57], [-0.50, 2.14, -0.88], [0.39, 0.09, 1.21], [-0.74, -1.31, -0.86], [0.56, -0.18, -1.60], [1.21, 2.03, -0.17], [-1.89, -0.70, 1.02], [2.26, -3.06, -0.67], [-2.42, 0.44, -0.10]]}

7.
{"formula": "C68H187N17O17", "method": "wB97M-V/def2-TZVPD", "charge": 0, "e_homo_ev": -8.69, "e_tot_ev": -133679.395, "e_lumo_ev": 0.492, "species": ["O", "O", "O", "O", "O", "O", "O", "O", "O", "O", "O", "O", "O", "O", "O", "O", "O", "N", "N", "N", "N", "N", "N", "N", "N", "N", "N", "N", "N", "N", "N", "N", "N", "N", "C", "C", "C", "C", "C", "C", "C", "C", "C", "C", "C", "C", "C", "C", "C", "C", "C", "C", "C", "C", "C", "C", "C", "C", "C", "C", "C", "C", "C", "C", "C", "C", "C", "C", "C", "C", "C", "C", "C", "C", "C", "C", "C", "C", "C", "C", "C", "C", "C", "C", "C", "C", "C", "C", "C", "C", "C", "C", "C", "C", "C", "C", "C", "C", "C", "C", "C", "C", "H", "H", "H", "H", "H", "H", "H", "H", "H", "H", "H", "H", "H", "H", "H", "H", "H", "H", "H", "H", "H", "H", "H", "H", "H", "H", "H", "H", "H", "H", "H", "H", "H", "H", "H", "H", "H", "H", "H", "H", "H", "H", "H", "H", "H", "H", "H", "H", "H", "H", "H", "H", "H", "H", "H", "H", "H", "H", "H", "H", "H", "H", "H", "H", "H", "H", "H", "H", "H", "H", "H", "H", "H", "H", "H", "H", "H", "H", "H", "H", "H", "H", "H", "H", "H", "H", "H", "H", "H", "H", "H", "H", "H", "H", "H", "H", "H", "H", "H", "H", "H", "H", "H", "H", "H", "H", "H", "H", "H", "H", "H", "H", "H", "H", "H", "H", "H", "H", "H", "H", "H", "H", "H", "H", "H", "H", "H", "H", "H", "H", "H", "H", "H", "H", "H", "H", "H", "H", "H", "H", "H", "H", "H", "H", "H", "H", "H", "H", "H", "H", "H", "H", "H", "H", "H", "H", "H", "H", "H", "H", "H", "H", "H", "H", "H", "H", "H", "H", "H", "H", "H", "H", "H", "H", "H", "H", "H", "H", "H", "H", "H", "H", "H", "H", "H", "H", "H"], "coordinates": [[-2.70, 0.31, -5.27], [-0.86, -4.43, 4.13], [-0.49, -0.36, -1.64], [3.15, -2.41, -6.39], [5.01, 2.22, 5.07], [-3.56, -4.60, -4.99], [4.35, 0.67, -4.40], [-3.98, 5.24, 0.82], [-7.27, -2.18, 0.43], [6.94, 0.84, 1.05], [-1.97, -7.71, -0.27], [3.11, -5.43, -2.24], [2.42, 3.09, 1.37], [1.24, 3.64, -3.19], [-4.13, -0.85, 3.49], [-1.29, 1.44, 6.62], [0.17, 7.72, 5.19], [-2.57, 0.79, -0.35], [-4.02, 2.88, -1.98], [4.38, 4.91, -4.65], [3.51, -0.15, 5.40], [-1.50, -3.74, -6.55], [0.91, -2.61, -8.13], [1.99, 5.31, -0.59], [-3.03, -4.64, 1.59], [2.33, -2.68, 4.22], [0.73, 4.81, 5.40], [7.32, 2.78, -4.91], [-3.00, -2.81, 5.18], [-3.99, 2.87, -4.90], [-1.08, 3.90, 7.87], [3.26, -8.19, -4.65], [4.15, 1.12, 0.24], [-3.62, -1.86, 0.73], [3.01, 3.82, 2.44], [-1.33, 4.46, 4.15], [-0.80, 6.71, 5.15], [-2.61, 2.74, -5.43], [-4.74, 5.21, -2.13], [-1.99, 1.46, -4.85], [-0.31, 2.74, 8.40], [7.19, 1.00, 2.43], [-4.49, 5.27, 2.14], [-2.28, -4.54, -4.36], [-0.33, 5.37, 0.04], [-1.31, -5.75, 4.49], [-3.93, 4.19, -1.34], [3.78, -1.26, 0.82], [-1.79, 0.24, 6.10], [2.50, 3.57, -3.83], [-8.27, -2.73, 1.25], [-4.40, -2.92, 4.68], [-2.95, -8.20, -1.17], [2.70, -6.33, -3.24], [0.86, -2.77, 4.11], [1.41, -1.32, -7.64], [-2.43, -6.89, 0.78], [-1.29, 1.09, 1.75], [-2.55, -5.40, 0.43], [3.06, 4.99, -4.03], [-1.24, -4.77, -5.48], [5.48, 1.46, -4.04], [2.37, -4.24, -2.13], [3.75, -7.38, -3.57], [4.62, -0.02, 1.04], [-0.11, 2.89, 9.90], [1.06, 5.01, 0.51], [2.20, 5.99, -4.82], [-4.63, -4.59, -4.08], [0.33, -1.38, -2.16], [6.12, -0.27, 0.76], [0.16, -4.57, -4.95], [3.69, 2.28, 5.59], [-4.96, -1.53, 4.40], [-5.96, -2.44, 0.93], [-1.21, 0.95, 0.21], [0.41, -2.34, 2.70], [-1.03, 1.44, 8.01], [-1.21, -4.85, -0.06], [6.69, 0.71, -6.10], [4.08, -2.45, -5.34], [3.44, 0.49, -3.34], [1.16, 3.54, 0.94], [0.53, -4.25, 4.33], [-4.56, 0.49, 3.28], [-0.39, -0.25, -0.23], [6.20, 1.91, -5.29], [0.72, 2.40, -2.72], [-1.81, 3.98, -5.03], [-5.18, -3.60, 5.79], [1.42, 1.08, 5.29], [5.11, -6.73, -3.95], [2.91, 1.14, 4.95], [0.24, -0.35, -7.48], [5.66, 3.48, 5.13], [-4.37, 4.09, 0.12], [2.11, -1.47, -6.29], [-4.93, -1.68, 0.11], [-0.30, 8.95, 5.66], [-0.23, 5.44, 4.51], [-2.20, -0.85, -4.67], [-4.86, -2.08, -1.37], [6.65, 3.33, 4.71], [3.98, 3.35, 2.62], [-1.32, 3.52, 6.95], [5.03, -6.06, -4.81], [3.04, 1.11, 3.86], [-1.79, 0.31, 5.01], [3.98, -8.87, -4.89], [-6.00, -1.63, 4.05], [0.86, -4.74, 5.26], [2.67, -3.30, 4.96], [-0.17, -0.08, -8.46], [0.61, 3.66, 10.16], [1.33, -1.78, -5.57], [2.74, -0.30, -3.60], [-4.51, -3.81, -3.32], [2.81, 1.38, -3.18], [6.50, -1.19, 1.21], [-0.96, 1.40, -5.21], [-1.91, 4.14, -3.96], [-0.61, -0.70, -6.89], [3.18, 2.97, -3.22], [-3.08, -3.66, 1.27], [1.65, -3.31, -8.03], [0.21, -2.91, -7.45], [3.14, 3.20, 5.39], [-8.23, -3.82, 1.15], [-4.80, 6.22, -1.74], [-4.03, 4.46, 2.71], [-5.85, -2.30, -1.77], [-3.88, 3.21, 0.56], [5.77, 3.78, 6.17], [4.76, 1.89, 0.51], [-0.91, -5.34, -0.99], [-4.46, -1.29, -1.99], [-3.64, -1.70, 1.74], [3.92, -1.67, -0.19], [-2.50, 0.47, -1.31], [7.32, 0.05, -5.49], [-0.43, -5.05, 0.67], [2.44, 3.83, 3.36], [-1.76, 0.19, 2.15], [2.51, -0.50, -5.96], [-0.03, -2.38, -1.92], [5.13, 4.24, 4.55], [-0.26, 1.18, 2.10], [-3.10, -1.03, 0.39], [0.67, -0.27, 0.01], [4.46, -0.03, 5.07], [-5.01, -3.08, 6.73], [3.11, -0.91, 4.85], [2.79, -3.66, -1.32], [-0.86, 3.58, 3.71], [-1.95, 4.20, 5.01], [0.66, 2.73, 7.90], [-5.56, 5.08, 2.10], [-5.25, -0.63, 0.16], [0.24, -3.64, -4.38], [4.64, 0.21, 2.12], [-1.83, -5.64, 5.45], [-5.45, 3.85, 0.17], [6.34, 0.83, 3.09], [7.90, 2.95, -5.73], [-1.22, 6.47, 6.14], [2.32, 3.08, -4.80], [-4.21, 6.18, 2.66], [0.14, 1.94, 10.38], [6.12, 0.93, -3.33], [4.82, 4.06, -4.30], [4.84, -1.68, -5.39], [-4.96, 2.52, -1.85], [-2.68, -1.93, 4.77], [-3.67, -7.42, -1.43], [5.82, 0.12, -6.39], [7.47, 2.04, 2.61], [0.66, 1.80, -3.64], [-2.24, -5.34, -3.62], [-3.30, -5.25, -0.36], [-1.96, 4.85, 3.35], [0.81, 2.90, 0.13], [-3.55, -9.01, -0.75], [3.21, 5.40, -3.02], [2.51, -5.79, -4.17], [1.37, 1.91, -2.00], [-5.63, 0.49, 3.05], [-2.04, -6.12, 3.78], [2.06, -0.94, -8.44], [2.72, -0.99, 0.91], [3.97, 0.36, -2.40], [4.03, -2.03, 1.55], [-4.85, -4.63, 6.00], [-0.39, 6.32, -0.48], [4.32, 4.60, -5.62], [-1.46, -5.71, -6.00], [0.67, 0.51, -6.96], [-1.94, 1.93, 1.94], [-0.33, 2.54, -2.44], [-1.92, 1.54, -3.76], [-1.62, -4.25, -7.42], [5.40, -6.14, -3.07], [5.05, 2.33, -3.53], [-2.60, -1.72, -5.19], [1.36, -4.49, -1.76], [-0.90, 8.86, 6.57], [2.88, 4.87, -0.35], [-5.78, 4.85, -2.21], [3.23, -7.67, -5.52], [-4.03, 0.88, 2.42], [-0.71, 4.53, -0.54], [3.20, 4.85, 2.13], [-0.51, -6.47, 4.61], [-2.25, -4.65, 2.25], [3.28, 1.44, 0.68], [0.70, -1.31, 2.50], [0.85, 1.98, 5.08], [1.35, 5.58, 1.40], [0.50, 9.64, 5.92], [0.43, -1.31, -3.25], [-2.56, -0.97, -3.64], [2.80, -3.20, 3.47], [-0.85, 1.90, -0.20], [0.28, 5.76, 3.60], [-3.09, 1.65, -0.38], [-1.09, 3.17, 10.30], [-1.99, 3.84, 8.33], [6.18, -0.37, -0.33], [-4.39, 5.22, -3.17], [-4.46, 2.07, -5.34], [-4.69, -5.54, -3.54], [-4.22, -2.95, -1.45], [-5.84, -3.53, 0.82], [3.95, -7.93, -2.64], [-1.03, 5.46, 0.88], [0.98, 0.22, 4.77], [5.52, 2.49, -5.93], [-5.86, -2.16, 1.98], [-1.26, -3.77, -0.23], [3.71, 2.11, 6.68], [-1.16, -0.63, 6.35], [-3.81, 2.90, -2.99], [-0.33, 0.62, 8.20], [-4.40, 3.63, -5.45], [8.08, 0.44, 2.74], [-5.57, -4.46, -4.62], [-1.65, 7.11, 4.57], [5.87, -7.50, -4.11], [0.74, -2.94, 1.85], [-2.87, 4.46, -1.33], [7.98, 2.23, -4.35], [0.22, 4.39, 6.17], [1.30, 0.76, 6.33], [-4.41, -3.52, 3.77], [-1.97, 1.33, 8.56], [-0.92, 9.43, 4.89], [-2.18, -3.53, -3.95], [2.12, 5.78, -5.89], [0.91, -4.49, -5.74], [1.66, 4.83, -1.42], [1.26, 5.56, 5.85], [-0.68, -2.29, 2.67], [-2.36, 4.81, -5.47], [3.62, -2.52, -4.35], [0.45, 3.36, 1.76], [0.44, -5.40, -4.31], [0.40, -2.11, 4.84], [-2.61, 2.58, -6.51], [-3.37, -7.24, 1.21], [-0.83, -1.10, 0.31], [-1.65, -6.99, 1.53], [7.45, 1.04, -6.81], [-0.76, 4.00, -5.33], [-8.11, -2.39, 2.28], [-9.28, -2.43, 0.97], [-1.11, -0.91, -4.63], [1.21, 6.03, -4.38], [-2.74, -0.09, 6.53], [1.09, -4.81, 3.57], [-2.43, -8.54, -2.06], [2.72, 6.94, -4.71], [-4.39, 1.13, 4.15], [4.64, -3.38, -5.47], [-2.46, -3.49, -6.30], [1.35, -1.19, -1.81], [2.20, -3.65, -3.04], [-2.44, -3.46, 4.62], [1.80, -6.87, -2.93], [-5.03, -0.98, 5.35], [-6.25, -3.74, 5.61]]}

What did the fourth record say?
{"formula": "C4H10O2", "method": "wB97M-V/def2-TZVPD", "charge": 0, "smiles": "CO[C@@H](C)CO", "e_homo_ev": -9.64, "e_tot_ev": -8404.418, "e_lumo_ev": 1.029, "species": ["O", "O", "C", "C", "C", "C", "H", "H", "H", "H", "H", "H", "H", "H", "H", "H"], "coordinates": [[1.21, -1.90, 0.08], [-0.30, 0.41, 0.74], [-0.84, -0.31, 1.82], [0.91, -0.90, -0.87], [-0.40, -0.18, -0.55], [-0.70, 0.93, -1.54], [-1.62, 1.44, -1.26], [-1.09, 0.40, 2.60], [-1.21, -0.92, -0.55], [0.11, 1.66, -1.54], [-1.76, -0.85, 1.53], [-0.81, 0.54, -2.56], [1.71, -0.16, -0.93], [0.84, -1.40, -1.84], [1.41, -1.45, 0.90], [-0.14, -1.05, 2.23]]}

What did the sixth record say?
{"formula": "C5H10O2", "method": "wB97M-V/def2-TZVPD", "charge": 0, "smiles": "CC(C)CC(=O)O", "e_homo_ev": -10.54, "e_tot_ev": -9442.089, "e_lumo_ev": 0.695, "species": ["O", "O", "C", "C", "C", "C", "C", "H", "H", "H", "H", "H", "H", "H", "H", "H", "H"], "coordinates": [[1.42, -2.63, -0.91], [2.20, -0.97, 0.45], [-1.70, 0.34, 0.73], [0.16, 1.87, -0.01], [-0.23, 0.45, 0.41], [0.18, -0.63, -0.71], [1.32, -1.49, -0.19], [-0.15, 2.64, 0.70], [-2.09, 0.98, 1.57], [-0.50, 2.14, -0.88], [0.39, 0.09, 1.21], [-0.74, -1.31, -0.86], [0.56, -0.18, -1.60], [1.21, 2.03, -0.17], [-1.89, -0.70, 1.02], [2.26, -3.06, -0.67], [-2.42, 0.44, -0.10]]}